#a
This record from the Open Molecules 2025 dataset describes a molecular structure, C14H13BF4GdN4O3S2. The level of theory is ωB97M-V/def2-TZVPD.

The geometry in XYZ format:
```
42
C14H13BF4GdN4O3S2 ωB97M-V/def2-TZVPD
Gd 0.512 -0.746 0.983
S 0.554 0.831 3.302
C 2.278 0.832 3.574
C 2.667 0.979 4.926
N 2.964 1.126 6.029
C 3.262 0.695 2.622
S 3.035 0.471 0.914
C 4.617 0.708 3.041
N 5.727 0.707 3.349
C -0.670 -1.772 -3.349
C -0.896 -1.290 -1.931
O 0.118 -1.165 -1.228
C -2.235 -0.988 -1.484
C -3.287 -0.983 -2.429
C -4.575 -0.663 -2.095
C -4.869 -0.340 -0.761
C -3.893 -0.350 0.192
C -2.535 -0.677 -0.110
O -1.684 -0.697 0.841
H 0.381 -2.034 -3.449
H -0.916 -0.988 -4.065
H -1.288 -2.640 -3.572
H -3.067 -1.228 -3.459
H -5.354 -0.657 -2.846
H -5.885 -0.083 -0.483
H -4.111 -0.109 1.224
C 1.848 2.028 -2.090
N 1.522 2.942 -1.009
C 0.729 2.479 -0.004
N 0.621 3.247 1.112
O 0.067 1.441 -0.134
H 2.388 2.571 -2.862
H 0.927 1.630 -2.509
H 2.454 1.187 -1.738
H 2.249 3.584 -0.740
H 1.360 3.902 1.311
H 0.270 2.727 1.917
F -0.305 -3.291 0.789
B 0.951 -3.414 1.409
F 0.893 -2.530 2.547
F 1.878 -2.767 0.534
F 1.299 -4.675 1.732
```

Output
charge	-1
LUMO (spin up / spin down)	2.31 / 0.68	eV
multiplicity	8
highest occupied orbital energy (spin up / spin down)	-5.02 / -4.93	eV
gap between HOMO and LUMO (spin up / spin down)	7.32 / 5.61	eV

***

#b
This record from the Open Molecules 2025 dataset describes a molecular structure, C14H13BF4GdN4O3S2. The level of theory is ωB97M-V/def2-TZVPD.

The geometry in XYZ format:
```
42
C14H13BF4GdN4O3S2 ωB97M-V/def2-TZVPD
Gd 0.141 -1.141 -0.650
S 2.108 -0.429 1.218
C 3.278 0.457 0.298
C 4.188 1.272 1.072
N 4.894 1.917 1.713
C 3.368 0.485 -1.060
S 2.336 -0.383 -2.155
C 4.338 1.351 -1.688
N 5.080 2.062 -2.208
C -1.267 2.495 1.979
C -1.172 1.034 1.603
O -0.789 0.784 0.453
C -1.491 0.026 2.591
C -2.029 0.413 3.839
C -2.322 -0.495 4.819
C -2.059 -1.860 4.576
C -1.531 -2.277 3.387
C -1.232 -1.356 2.340
O -0.744 -1.794 1.241
H -0.967 3.098 1.127
H -0.609 2.707 2.823
H -2.285 2.763 2.264
H -2.221 1.461 4.031
H -2.740 -0.172 5.763
H -2.275 -2.589 5.349
H -1.316 -3.319 3.189
C -0.007 -0.078 -4.889
N 0.037 1.149 -4.103
C -0.301 1.114 -2.794
N -0.003 2.209 -2.040
O -0.942 0.161 -2.312
H -0.018 0.187 -5.944
H -0.913 -0.624 -4.645
H 0.848 -0.722 -4.680
H 0.772 1.795 -4.340
H 0.820 2.735 -2.286
H -0.148 2.056 -1.049
F -1.634 -2.577 -1.215
B -0.591 -3.358 -1.799
F -0.051 -2.552 -2.824
F -0.998 -4.592 -2.197
F 0.448 -3.409 -0.799
```

Output
charge	-1
LUMO (spin up / spin down)	2.38 / 0.60	eV
multiplicity	8
highest occupied orbital energy (spin up / spin down)	-4.80 / -4.70	eV
gap between HOMO and LUMO (spin up / spin down)	7.18 / 5.31	eV

***

Need the numbers? Relative energies in eV: #a 0.000; #b 0.173.

***

#a
This record from the Open Molecules 2025 dataset describes a single C4H7Cl molecule. The level of theory is ωB97M-V/def2-TZVPD.

The geometry in XYZ format:
```
12
C4H7Cl ωB97M-V/def2-TZVPD
C -2.090 -0.999 0.064
C -1.788 0.450 -0.331
C -0.628 1.111 -0.024
C 0.502 0.381 0.582
Cl 1.925 -0.324 -0.212
H -1.370 -1.310 0.900
H -2.008 -1.822 -0.855
H -3.272 -1.209 0.426
H -2.550 1.240 -0.598
H -0.659 2.170 -0.501
H 1.064 1.092 1.190
H 0.100 -0.307 1.293
```

Output
LUMO	0.96	eV
SMILES string	C/C=C\CCl
multiplicity	1
highest occupied orbital energy	-9.68	eV
gap between HOMO and LUMO	10.65	eV

***

#b
This record from the Open Molecules 2025 dataset describes a single C4H7Cl molecule. The level of theory is ωB97M-V/def2-TZVPD.

The geometry in XYZ format:
```
12
C4H7Cl ωB97M-V/def2-TZVPD
C -0.665 -0.303 -1.446
C 0.295 0.126 -0.301
C 0.976 -0.457 0.926
C -0.238 0.485 1.029
Cl -0.180 2.188 1.531
H -0.836 -1.405 -1.351
H -0.111 -0.040 -2.371
H -1.703 0.115 -1.265
H 1.031 0.888 -0.682
H 1.970 -0.198 1.244
H 0.580 -1.348 1.479
H -1.118 -0.051 1.207
```

Output
LUMO	1.12	eV
SMILES string	C[C@@H]1C[C@H]1Cl
multiplicity	1
highest occupied orbital energy	-9.61	eV
gap between HOMO and LUMO	10.73	eV

***

Need the numbers? Relative energies in eV: #a 0.452; #b 0.000.

***

#a
This record from the Open Molecules 2025 dataset describes a single C4H7Cl molecule. The level of theory is ωB97M-V/def2-TZVPD.

The geometry in XYZ format:
```
12
C4H7Cl ωB97M-V/def2-TZVPD
Cl 0.638 -1.000 -2.232
C 0.621 -0.017 -0.798
C 0.846 -0.317 0.696
C -0.822 -0.243 0.829
C -0.856 0.538 -0.479
H 1.412 0.689 -0.828
H 1.341 0.428 1.261
H 1.349 -1.226 1.005
H -1.618 -0.976 0.857
H -1.030 0.273 1.710
H -1.197 0.146 -1.425
H -0.683 1.704 -0.596
```

Output
LUMO	1.02	eV
SMILES string	ClC1CCC1
multiplicity	1
highest occupied orbital energy	-9.90	eV
gap between HOMO and LUMO	10.92	eV

***

#b
This record from the Open Molecules 2025 dataset describes a single C4H7Cl molecule. The level of theory is ωB97M-V/def2-TZVPD.

The geometry in XYZ format:
```
12
C4H7Cl ωB97M-V/def2-TZVPD
C -1.260 1.402 -0.004
C -0.842 0.041 0.039
C -2.002 -0.920 -0.060
C 0.357 -0.605 0.041
Cl 1.975 0.027 -0.020
H -0.571 2.189 -0.383
H -2.226 1.500 -0.529
H -1.478 1.701 1.019
H -2.642 -0.941 -0.936
H -1.679 -1.926 0.175
H -2.807 -0.733 0.746
H 0.298 -1.746 0.139
```

Output
LUMO	0.97	eV
SMILES string	CC(C)=CCl
multiplicity	1
highest occupied orbital energy	-8.92	eV
gap between HOMO and LUMO	9.89	eV

***

Need the numbers? Relative energies in eV: #a 1.907; #b 0.000.

***

#a
This record from the Open Molecules 2025 dataset describes a molecular structure, C31H26F6N7O7S2Se2Tl. The level of theory is ωB97M-V/def2-TZVPD.

The geometry in XYZ format:
```
82
C31H26F6N7O7S2Se2Tl ωB97M-V/def2-TZVPD
Tl -0.745 -0.714 0.756
C -3.629 -0.047 4.309
O -3.013 -0.968 5.204
C -1.649 -0.795 5.316
C -1.139 -0.449 6.542
C 0.243 -0.328 6.745
C 1.080 -0.557 5.676
C 0.596 -0.893 4.401
C 1.604 -1.135 3.382
N 1.437 -1.250 2.118
N 2.634 -1.460 1.436
C 2.477 -1.517 0.138
O 1.395 -1.385 -0.526
C 3.743 -1.754 -0.640
C 4.913 -2.187 -0.020
C 6.063 -2.402 -0.763
C 6.061 -2.179 -2.136
C 4.901 -1.741 -2.757
C 3.748 -1.532 -2.013
C -0.809 -1.039 4.172
O -1.321 -1.382 3.055
H -4.686 -0.306 4.262
H -3.527 0.976 4.688
H -3.198 -0.111 3.312
H -1.842 -0.285 7.352
H 0.639 -0.063 7.717
H 2.155 -0.481 5.807
H 2.635 -1.200 3.748
H 4.897 -2.348 1.050
H 6.966 -2.744 -0.271
H 6.962 -2.341 -2.716
H 4.893 -1.548 -3.823
H 2.841 -1.181 -2.486
Se -4.295 2.715 0.060
Se -3.150 2.943 2.044
C -1.333 2.641 1.429
C -0.399 2.236 2.378
C 0.891 1.983 1.937
C 1.177 2.099 0.583
C 0.163 2.497 -0.278
N -1.070 2.789 0.146
C -4.114 0.802 -0.208
C -3.549 0.384 -1.405
C -3.461 -0.982 -1.635
C -3.902 -1.855 -0.652
C -4.421 -1.323 0.521
N -4.552 -0.016 0.739
H -0.678 2.081 3.414
H 1.642 1.640 2.636
H 2.154 1.853 0.190
H 0.341 2.574 -1.344
H -3.146 1.097 -2.109
H -3.009 -1.360 -2.544
H -3.812 -2.925 -0.789
H -4.741 -1.971 1.331
F 2.477 0.763 -6.383
C 2.458 0.956 -5.059
F 3.717 0.873 -4.612
F 1.755 -0.037 -4.508
S 1.753 2.607 -4.634
O 1.827 2.672 -3.203
O 2.548 3.510 -5.414
N 0.307 2.524 -5.251
S -0.998 2.091 -4.479
O -0.803 1.331 -3.277
O -1.975 1.648 -5.430
C -1.662 3.705 -3.885
F -2.828 3.501 -3.261
F -0.821 4.289 -3.034
F -1.882 4.549 -4.901
C -0.494 -4.317 -0.770
C -0.850 -3.641 -2.052
N -1.748 -4.049 -2.922
C -1.684 -3.146 -3.958
C -0.751 -2.184 -3.696
N -0.224 -2.515 -2.474
H -1.388 -4.728 -0.304
H -0.017 -3.622 -0.079
H 0.204 -5.138 -0.950
H -2.323 -3.233 -4.822
H -0.458 -1.297 -4.228
H 0.475 -2.001 -1.925
```

Output
charge	-2
LUMO	3.97	eV
multiplicity	1
highest occupied orbital energy	-2.55	eV
gap between HOMO and LUMO	6.52	eV

***

#b
This record from the Open Molecules 2025 dataset describes a molecular structure, C31H26F6N7O7S2Se2Tl. The level of theory is ωB97M-V/def2-TZVPD.

The geometry in XYZ format:
```
82
C31H26F6N7O7S2Se2Tl ωB97M-V/def2-TZVPD
Tl -0.068 -0.177 -0.238
C 0.912 -1.310 -4.677
O 2.120 -0.630 -5.005
C 2.509 0.503 -4.316
C 3.315 1.362 -5.025
C 3.841 2.523 -4.442
C 3.525 2.793 -3.130
C 2.697 1.950 -2.374
C 2.501 2.344 -0.984
N 1.800 1.772 -0.080
N 1.878 2.415 1.157
C 1.432 1.666 2.137
O 0.992 0.477 2.112
C 1.435 2.355 3.479
C 0.510 1.949 4.436
C 0.466 2.559 5.681
C 1.362 3.573 5.994
C 2.295 3.975 5.046
C 2.328 3.375 3.796
C 2.148 0.755 -2.942
O 1.433 -0.073 -2.293
H 0.751 -2.004 -5.505
H 0.065 -0.627 -4.604
H 0.984 -1.852 -3.737
H 3.529 1.113 -6.059
H 4.481 3.184 -5.013
H 3.929 3.678 -2.648
H 3.058 3.239 -0.680
H -0.177 1.153 4.174
H -0.272 2.246 6.413
H 1.332 4.050 6.967
H 2.998 4.766 5.283
H 3.037 3.687 3.041
Se 1.579 -5.383 -1.023
Se 0.458 -5.735 0.933
C -1.170 -4.735 0.597
C -2.214 -4.872 1.504
C -3.355 -4.122 1.282
C -3.411 -3.285 0.181
C -2.311 -3.234 -0.661
N -1.205 -3.953 -0.456
C 2.359 -3.629 -0.726
C 3.113 -3.098 -1.768
C 3.698 -1.861 -1.571
C 3.518 -1.215 -0.356
C 2.728 -1.825 0.601
N 2.157 -3.025 0.423
H -2.124 -5.531 2.359
H -4.187 -4.181 1.974
H -4.265 -2.652 -0.013
H -2.301 -2.577 -1.518
H 3.211 -3.624 -2.710
H 4.256 -1.388 -2.369
H 3.919 -0.228 -0.179
H 2.503 -1.322 1.534
F -5.679 2.856 0.240
C -4.935 2.992 -0.872
F -5.586 3.835 -1.690
F -3.783 3.556 -0.530
S -4.706 1.342 -1.672
O -4.063 0.546 -0.657
O -6.046 1.000 -2.058
N -3.804 1.658 -2.917
S -2.242 1.295 -2.809
O -1.532 2.021 -1.796
O -1.987 -0.106 -2.979
C -1.737 2.064 -4.418
F -2.266 3.282 -4.578
F -2.132 1.302 -5.446
F -0.415 2.174 -4.461
C 0.088 -2.121 3.627
C -1.257 -1.519 3.417
N -1.816 -1.298 2.259
C -2.991 -0.630 2.513
C -3.145 -0.450 3.854
N -2.032 -1.035 4.429
H 0.835 -1.381 3.330
H 0.212 -2.997 2.990
H 0.242 -2.400 4.671
H -3.626 -0.301 1.706
H -3.915 0.020 4.440
H -1.781 -1.017 5.400
```

Output
charge	-2
LUMO	3.72	eV
multiplicity	1
highest occupied orbital energy	-1.68	eV
gap between HOMO and LUMO	5.40	eV

***

Need the numbers? Relative energies in eV: #a 0.000; #b 1.377.